The following is a DFT calculation (ωB97M-V with the def2-TZVPD basis set) of a 6-piece molecular cluster, C37H90N6O10 overall in a non-equilibrium geometry.

Cartesian coordinates (Å):
O (-0.1091, -2.2006, -3.2845)
O (3.4658, 2.7987, -2.2619)
O (-1.0487, 0.7182, 1.6276)
O (7.1385, -1.3488, -0.1284)
O (-5.6666, -1.4550, 3.4537)
O (3.5990, -1.0131, 3.9439)
O (-1.9003, 0.0420, 8.5171)
O (-1.2350, 4.0607, 2.6444)
O (-3.6568, -1.3528, -2.9600)
O (-0.8359, 3.2695, -2.9146)
N (-1.2664, 4.4931, -0.2541)
N (-3.9342, -0.8084, 6.5448)
N (-5.6347, -2.9006, -1.3096)
N (1.3138, 1.3565, 0.2787)
N (4.5094, -1.7484, 1.3586)
N (0.7167, -2.2683, -4.3947)
C (0.2299, -1.5831, -5.6229)
C (2.1650, -2.3224, -4.0795)
C (-3.9955, -4.3258, -0.4876)
C (3.1123, -2.6026, -5.3241)
C (-1.1268, -2.3843, -5.8733)
C (-3.8949, 0.4028, 7.3080)
C (-1.9471, 0.3543, 2.6358)
C (-4.2411, -2.9104, -1.2689)
C (0.2744, 0.4920, -0.3285)
C (5.9473, -1.1731, -0.7195)
C (4.7519, -1.8919, -0.1022)
C (-0.0234, 4.3257, -3.4716)
C (0.1807, 0.0021, -5.5512)
C (-0.8522, 3.7566, 3.9734)
C (3.1327, -0.3447, 2.7830)
C (-2.0621, 4.8361, -1.3732)
C (4.0146, -0.3951, 1.4969)
C (-2.9076, -0.3662, -2.3617)
C (2.5761, 1.8217, -1.8563)
C (2.6759, -1.8660, -6.5403)
C (-3.2459, 0.4505, 8.7037)
C (-0.4344, 5.0367, 1.9455)
C (8.0349, -0.1832, 0.0845)
C (-3.5636, -2.7360, -2.6223)
C (2.4820, -3.6391, -3.1958)
C (-2.0804, 3.6425, -2.3741)
C (-4.7127, -0.5055, 5.2883)
C (1.1974, -1.9799, -6.7147)
C (1.8133, 2.3585, -0.5882)
C (-5.7658, -2.3088, 2.3452)
C (4.6745, 2.4624, -2.9866)
C (-1.2446, 0.1268, 9.7646)
C (-1.1267, 5.5908, 0.7146)
C (-0.5555, -0.2238, 0.6879)
C (2.6632, -0.9619, 4.9624)
C (2.6792, -0.9776, -3.4856)
C (-4.6690, -1.6806, 4.3511)
H (-0.2486, 0.4465, -6.4491)
H (5.4121, 1.9893, -2.3383)
H (0.5183, 4.7832, -2.6437)
H (2.2166, -0.8962, 2.5717)
H (-4.9105, -2.1642, 1.6851)
H (2.0885, -4.5886, -3.5588)
H (3.3161, -0.1251, 0.7049)
H (4.1657, -2.4115, -5.1195)
H (1.8116, -0.6734, -2.9002)
H (-2.0352, 1.1036, 3.4225)
H (1.8670, 1.7763, -2.6828)
H (3.0559, -0.8808, -6.2700)
H (-6.6772, -2.0208, 1.8212)
H (1.1339, 0.5304, -5.5670)
H (-4.4786, -5.1174, -1.0604)
H (1.1209, 3.0753, -1.0297)
H (-0.8910, -3.4159, -5.6120)
H (0.7016, 3.8992, -4.1648)
H (9.0335, -0.6156, 0.0213)
H (2.5995, 2.7652, 0.0477)
H (-0.2457, -3.1169, -3.0328)
H (-1.0286, 4.5755, 4.6709)
H (0.8200, 1.8792, 0.9880)
H (-3.3696, -0.0826, -1.4161)
H (3.5080, -3.8891, -2.9257)
H (4.8863, 0.2514, 1.5979)
H (-4.1466, -3.2730, -3.3705)
H (-3.0816, 5.1764, -1.1914)
H (-1.1007, 1.1474, 10.1193)
H (7.8199, 0.1935, 1.0845)
H (-2.8921, 0.5618, -2.9334)
H (3.1596, 0.9227, -1.6576)
H (-4.5271, -4.4703, 0.4530)
H (3.0827, -3.6836, -5.4604)
H (-0.2602, 1.1414, -1.0218)
H (-0.6237, 5.0704, -3.9942)
H (-3.1500, 1.4305, 9.1712)
H (-5.8368, -3.6805, -1.9186)
H (-1.7397, -0.5841, 3.1500)
H (-1.4650, 5.5850, -1.8934)
H (1.9957, -3.5215, -2.2274)
H (-0.4805, 6.2119, 0.0942)
H (3.1927, -1.2465, 5.8717)
H (-3.8989, -2.1566, -0.5599)
H (5.2157, 3.2750, -3.4712)
H (7.9831, 0.5823, -0.6897)
H (-0.2014, -0.1482, 9.6090)
H (0.5632, 4.6371, 1.7635)
H (6.0987, -1.6827, -1.6711)
H (-3.7783, -0.1904, 9.4064)
H (2.8887, -0.1666, -4.1830)
H (-1.6707, 3.7790, 0.3347)
H (-5.7646, -0.3562, 5.5322)
H (-4.2880, 0.3896, 4.8339)
H (-1.6624, -0.5172, 10.5384)
H (-1.4536, -0.6383, 0.2301)
H (4.4268, 1.7068, -3.7321)
H (1.8065, -1.6060, 4.7641)
H (5.6817, -0.1725, -1.0607)
H (2.9378, 0.6999, 3.0256)
H (-2.3976, 2.7390, -1.8534)
H (-5.8582, -2.0639, -1.8293)
H (-3.6762, -1.7159, 3.9024)
H (-3.3322, 1.1857, 6.7996)
H (-2.8872, 0.0537, 2.1732)
H (-1.5062, 3.0265, 4.4503)
H (0.6832, -0.2903, -0.9680)
H (-0.2923, 5.9546, 2.5160)
H (-2.4901, -2.9142, -2.5596)
H (-2.9325, -4.4859, -0.3077)
H (-0.1104, -1.0733, 1.2059)
H (-1.6984, -2.1847, -6.7797)
H (-4.7758, -2.5467, 5.0043)
H (-1.9340, -0.6677, -1.9755)
H (-1.8442, -2.0482, -5.1247)
H (5.2558, -1.9899, 1.9948)
H (-2.9793, -1.1211, 6.4430)
H (3.2137, -2.1971, -7.4287)
H (-2.0725, 6.0558, 0.9926)
H (0.9846, -3.0094, -7.0025)
H (0.1712, 3.3823, 4.0005)
H (-5.8960, -3.3777, 2.5143)
H (-0.4708, 0.3842, -4.7653)
H (2.4040, 0.0927, 5.0561)
H (3.5340, -1.1891, -2.8431)
H (-4.9123, 0.7717, 7.4378)
H (0.9526, -1.3675, -7.5825)
H (5.0093, -2.9314, -0.3051)
H (-2.7888, 3.8139, -3.1847)
H (3.8341, -1.7197, -0.6645)

Properties
LUMO level: 0.60 eV
Gap between HOMO and LUMO: 0.3203 Eh
M: 779.159 g/mol
Multiplicity: 1